<i>
# CH5N2O2

CH5N2O2 as an isolated structure (ωB97M-V/def2-TZVPD, OMol25).

Summary:
Multiplicity: 1
E_LUMO, eV: 4.878
E_HOMO, Ha: -0.0620
Kohn-Sham gap, hartree: 0.241
Total charge: -1

XYZ file:
```
10
Properties=species:S:1:pos:R:3:lowdin_charge:R:1
C -1.218 0.077 0.966 -0.098
N 1.644 0.579 -0.574 -0.062
N -0.156 -0.940 -0.276 -0.253
O -0.251 -0.628 -1.484 -0.299
O 1.138 -0.377 0.264 -0.351
H -1.802 -0.813 1.470 0.023
H -0.420 0.565 1.541 -0.011
H -1.961 0.736 0.478 -0.017
H 0.845 0.789 -1.189 0.037
H 2.180 0.012 -1.196 0.031
```

---

<ii>
# CH5N2O2

A 3-piece molecular cluster, CH5N2O2 overall (ωB97M-V/def2-TZVPD, OMol25).

Summary:
Multiplicity: 1
E_LUMO (alpha / beta), eV: 2.192 / 2.197
E_HOMO (alpha / beta), Ha: -0.0436 / -0.0440
Kohn-Sham gap (alpha / beta), hartree: 0.124 / 0.125
Total charge: -1

XYZ file:
```
10
Properties=species:S:1:pos:R:3:lowdin_charge:R:1
C -0.530 0.361 0.710 -0.221
N 0.439 2.376 -1.774 -0.251
N 0.648 -1.768 -0.528 -0.006
O 0.580 -2.875 0.136 -0.162
O -0.245 1.514 0.781 -0.038
H 0.178 -0.491 0.701 0.027
H -1.625 0.135 0.842 0.080
H 0.433 1.393 -1.683 -0.274
H 1.130 2.630 -0.998 -0.176
H -0.211 -1.679 -0.993 0.020
```

---

Most stable to least stable: <i>, <ii>

---

<i>
# C5H11N2O2

A 2-piece molecular cluster, C5H11N2O2 overall (ωB97M-V/def2-TZVPD, OMol25).

Summary:
Multiplicity: 1
E_LUMO, eV: -3.765
E_HOMO, Ha: -0.4598
Kohn-Sham gap, hartree: 0.321
Total charge: +1

XYZ file:
```
20
Properties=species:S:1:pos:R:3:lowdin_charge:R:1
C 3.263 0.190 0.012 -0.153
C 1.768 -1.828 -0.024 -0.029
C 0.542 -0.912 0.110 -0.294
C -1.934 -0.472 0.186 -0.063
C -0.715 -1.310 0.017 -0.090
N 3.028 -1.048 -0.121 0.146
N -0.197 2.576 -0.088 0.062
O 3.704 1.234 0.081 0.338
O 1.081 0.339 0.347 -0.027
H 1.859 -2.481 0.850 0.144
H 1.695 -2.451 -0.919 0.143
H -1.698 0.583 0.275 0.047
H -2.472 -0.788 1.079 0.090
H -2.600 -0.623 -0.663 0.087
H -0.885 -2.362 -0.158 0.122
H 3.841 -1.650 -0.267 0.203
H -0.800 2.851 0.681 0.073
H -0.726 2.672 -0.950 0.075
H 0.565 3.247 -0.123 0.071
H 0.471 1.155 0.158 0.054
```

---

<ii>
# C5H11N2O2

A 2-piece molecular cluster, C5H11N2O2 overall (ωB97M-V/def2-TZVPD, OMol25).

Summary:
Multiplicity: 1
E_LUMO, eV: -2.607
E_HOMO, Ha: -0.5092
Kohn-Sham gap, hartree: 0.413
Total charge: +1

XYZ file:
```
20
Properties=species:S:1:pos:R:3:lowdin_charge:R:1
C -1.632 -0.616 1.014 -0.096
C -1.970 0.514 -0.916 -0.086
C -3.410 0.092 -0.312 -0.052
C 3.857 -0.766 -0.481 0.019
C 2.479 -0.209 -0.251 -0.487
N -1.055 -0.079 -0.016 0.047
N -2.941 -0.540 0.944 0.055
O 2.325 0.508 0.917 0.105
O 1.523 -0.504 -0.950 0.070
H -1.075 -1.155 1.811 0.181
H -1.990 0.092 -1.870 0.108
H -1.619 1.536 -0.886 0.135
H -4.017 0.930 -0.034 0.110
H -4.067 -0.508 -0.936 0.123
H 4.463 -0.824 0.439 0.095
H 3.887 -1.786 -0.982 0.125
H 4.249 -0.092 -1.259 0.108
H -3.673 -0.492 1.663 0.175
H 3.120 0.578 1.447 0.112
H 0.023 -0.269 -0.286 0.155
```

---

Most stable to least stable: <ii>, <i>

---

<i>
# C9H16N2O4

C9H16N2O4 as an isolated structure (ωB97M-V/def2-TZVPD, OMol25).

Summary:
Multiplicity: 1
E_LUMO, eV: 0.209
E_HOMO, Ha: -0.3515
Kohn-Sham gap, hartree: 0.359
Total charge: 0

XYZ file:
```
31
Properties=species:S:1:pos:R:3:lowdin_charge:R:1
C -1.848 0.386 0.372 -0.304
C -0.513 -0.234 -0.054 -0.431
C -2.930 -0.745 0.044 -0.445
C -4.110 -0.618 1.008 -0.071
C 1.797 -0.007 -0.535 -0.277
C 2.193 -1.193 0.149 -0.343
C 2.817 1.126 -0.607 -0.085
C 2.173 2.146 0.422 -0.214
C 0.736 2.065 0.210 -0.139
H -2.773 1.944 0.292 0.083
H -2.247 1.377 -1.130 0.068
H -1.918 0.450 1.412 0.127
H -2.325 -1.719 0.128 0.161
H -3.446 0.659 -1.605 0.263
H -5.084 -1.195 0.439 0.149
H -4.423 0.430 1.160 0.052
H -3.683 -1.062 2.042 0.127
H 1.778 -0.407 -1.429 0.107
H 2.972 1.545 -1.706 0.151
H 3.900 0.845 -0.481 0.131
H 2.376 1.770 1.543 0.170
H 2.465 3.185 0.058 0.130
H 0.215 2.540 1.160 0.149
H 0.412 2.612 -0.764 0.138
H 3.469 -2.700 -0.048 0.151
N -1.928 1.685 -0.186 0.067
N 0.592 0.438 0.134 0.074
O -0.370 -1.388 -0.383 0.097
O -3.153 -0.589 -1.350 -0.132
O 2.502 -1.345 1.469 -0.038
O 2.992 -2.015 -0.581 0.082
```

---

<ii>
# C9H16N2O4

The molecule C9H16N2O4 (ωB97M-V/def2-TZVPD, OMol25).

Summary:
Multiplicity: 1
E_LUMO, eV: 0.421
E_HOMO, Ha: -0.3521
Kohn-Sham gap, hartree: 0.368
Total charge: 0

XYZ file:
```
31
Properties=species:S:1:pos:R:3:lowdin_charge:R:1
C -1.307 0.572 0.491 -0.236
C -0.555 -0.508 -0.313 -0.365
C -2.830 0.318 0.519 -0.394
C -3.540 0.575 -0.811 -0.038
C 1.691 0.181 0.651 -0.191
C 2.473 1.330 -0.042 -0.484
C 2.646 -0.917 1.105 -0.127
C 2.862 -1.709 -0.190 -0.152
C 1.497 -1.670 -0.883 -0.118
H -1.325 2.640 0.596 0.125
H -1.339 2.060 -0.923 0.104
H -0.992 0.479 1.522 0.142
H -3.247 0.971 1.280 0.141
H -2.711 -1.572 0.299 0.086
H -3.490 1.620 -1.105 0.068
H -4.609 0.327 -0.674 0.095
H -3.148 -0.047 -1.613 0.078
H 1.114 0.609 1.493 0.156
H 3.600 -0.498 1.511 0.133
H 2.144 -1.531 1.869 0.124
H 3.185 -2.750 0.001 0.116
H 3.631 -1.204 -0.836 0.125
H 0.908 -2.586 -0.716 0.125
H 1.580 -1.542 -1.981 0.135
H 0.737 2.166 -0.321 0.062
N -0.928 1.902 -0.006 0.067
N 0.806 -0.518 -0.280 0.007
O -1.167 -1.347 -0.970 0.051
O -3.078 -0.994 1.001 -0.033
O 3.669 1.327 -0.145 0.112
O 1.723 2.317 -0.530 0.087
```

---

Most stable to least stable: <ii>, <i>

---

<i>
# C2H4ClFO

The molecule C2H4ClFO (ωB97M-V/def2-TZVPD, OMol25).

Summary:
Multiplicity: 1
E_LUMO, eV: 0.850
E_HOMO, Ha: -0.3889
Kohn-Sham gap, hartree: 0.420
Total charge: 0

XYZ file:
```
9
Properties=species:S:1:pos:R:3:lowdin_charge:R:1
C -0.670 -0.237 0.479 -0.135
C 0.703 0.550 0.283 -0.629
H -0.588 -0.556 -1.455 -0.011
H -1.631 0.605 0.196 0.191
H -0.693 -0.725 1.472 0.105
H 1.323 1.011 1.065 0.096
O -0.795 -1.148 -0.795 -0.137
F 0.423 1.118 -0.948 -0.123
Cl 1.930 -0.619 -0.298 0.644
```

---

<ii>
# C2H4ClFO

C2H4ClFO as an isolated structure (ωB97M-V/def2-TZVPD, OMol25).

Summary:
Multiplicity: 1
E_LUMO, eV: -0.666
E_HOMO, Ha: -0.3500
Kohn-Sham gap, hartree: 0.326
Total charge: 0

XYZ file:
```
9
Properties=species:S:1:pos:R:3:lowdin_charge:R:1
C -0.312 0.471 0.607 -0.385
C 0.420 -0.758 0.160 -0.770
H -0.784 0.183 -1.856 0.323
H 0.753 1.429 0.561 0.198
H -0.965 0.690 1.719 0.195
H 1.276 -1.061 0.786 0.137
O -1.151 0.764 -0.466 -0.346
F 1.378 -0.092 -0.739 -0.188
Cl -0.615 -1.627 -0.774 0.836
```

---

Most stable to least stable: <i>, <ii>

---

<i>
# CHO2PS

The molecule CHO2PS (ωB97M-V/def2-TZVPD, OMol25).

Summary:
Multiplicity: 1
E_LUMO, eV: -1.644
E_HOMO, Ha: -0.3630
Kohn-Sham gap, hartree: 0.303
Total charge: 0

XYZ file:
```
6
Properties=species:S:1:pos:R:3:lowdin_charge:R:1
C 0.758 0.535 -0.579 -0.494
O -0.399 -0.064 -0.413 -0.404
O 1.376 1.040 0.298 0.033
P -1.094 -0.101 1.188 0.534
S -1.772 -1.899 1.116 0.188
H 1.130 0.488 -1.611 0.143
```

---

<ii>
# CHO2PS

The molecule CHO2PS (ωB97M-V/def2-TZVPD, OMol25).

Summary:
Multiplicity: 1
E_LUMO, eV: -0.844
E_HOMO, Ha: -0.3697
Kohn-Sham gap, hartree: 0.339
Total charge: 0

XYZ file:
```
6
Properties=species:S:1:pos:R:3:lowdin_charge:R:1
C -0.678 -0.190 -0.446 -0.676
O -1.483 0.100 0.344 0.005
O 0.724 1.299 0.663 -0.549
P 1.636 0.200 0.901 0.590
S 0.588 -1.441 0.062 0.527
H -0.787 0.032 -1.524 0.103
```

---

Most stable to least stable: <i>, <ii>

---

<i>
# C3H5FS

A 2-piece molecular cluster, C3H5FS overall (ωB97M-V/def2-TZVPD, OMol25).

Summary:
Multiplicity: 1
E_LUMO, eV: 0.754
E_HOMO, Ha: -0.3271
Kohn-Sham gap, hartree: 0.355
Total charge: 0

XYZ file:
```
10
Properties=species:S:1:pos:R:3:lowdin_charge:R:1
C 1.320 -1.092 0.434 0.029
C 0.937 0.020 -0.097 -0.240
C -0.977 0.936 0.254 -0.433
F 1.495 0.696 -1.074 0.046
S -2.222 -0.088 -0.526 0.661
H 2.189 -1.616 0.134 0.062
H 0.893 -1.623 1.141 0.007
H -1.030 0.677 1.286 -0.003
H -0.893 1.967 0.211 0.004
H -1.713 0.122 -1.763 -0.135
```

---

<ii>
# C3H5FS

C3H5FS as an isolated structure (ωB97M-V/def2-TZVPD, OMol25).

Summary:
Multiplicity: 1
E_LUMO, eV: -1.035
E_HOMO, Ha: -0.3323
Kohn-Sham gap, hartree: 0.294
Total charge: 0

XYZ file:
```
10
Properties=species:S:1:pos:R:3:lowdin_charge:R:1
C -0.115 -0.762 0.906 -0.223
C 0.794 -0.311 -0.117 -1.065
C -0.111 0.737 -0.769 -0.174
H -1.785 -0.528 0.591 0.274
H 0.064 0.314 1.852 0.190
H 0.432 -2.223 1.066 0.188
H -0.203 1.943 -0.580 0.159
H 0.125 0.916 -2.100 0.190
F -1.599 0.294 -0.751 -0.251
S 2.396 -0.380 -0.097 0.711
```

---

Most stable to least stable: <i>, <ii>